# 1
Molecular formula: C10H18N2O3S
Method: DFT, the ωB97M-V functional and the def2-TZVPD basis

Values from the calculation:
- LUMO energy: 0.0239 hartree
- Energy relative to the best compared isomer or geometry (same formula, charge and spin): 151.61 kcal/mol
- SMILES: CSCC[C@H](N)C(=O)N1CCC[C@H]1C(=O)O
- Net charge: 0

Element x y z (Å)
S  1.230145  4.627235  0.505445
O  -1.452539  0.067133  1.372613
O  -1.608317  -3.225552  3.014769
O  0.382546  -2.766537  2.079823
N  -1.060505  1.027717  -1.793024
N  -1.081648  -1.482434  -0.292823
C  -1.642588  -2.526516  0.664423
C  0.147635  2.144037  0.408731
C  0.125330  -2.212928  -1.041263
C  -1.487455  -3.639591  -0.115358
C  -0.838623  -2.838019  1.915935
C  -0.163537  0.877781  -0.529146
C  0.103645  -3.668855  -0.496062
C  2.463615  5.680300  -0.352412
C  -0.970966  -0.215879  0.320804
C  1.151179  2.872064  -0.341597
H  2.135729  2.352759  -0.356397
H  1.136607  -1.874278  -0.383304
H  -1.784931  1.841408  -1.539782
H  2.303465  6.789490  0.032822
H  3.598919  5.501747  -0.067182
H  2.472544  5.631808  -1.565210
H  0.480862  -4.538217  -1.080827
H  -2.045032  -3.317112  -1.108151
H  0.590782  3.418122  -1.288277
H  -0.738771  2.607703  0.886027
H  -1.049466  -3.663383  3.697492
H  0.750078  -3.866565  0.461160
H  0.103205  -2.161924  -2.214639
H  -0.339498  1.142264  -2.750532
H  0.788875  1.733090  1.353169
H  0.850958  0.438393  -0.749358
H  -1.985972  -4.548810  0.308782
H  -2.566268  -2.206452  1.043353

Forces on atoms 1 to 6 (eV/Å):
0.9 -0.4 0.0
-0.9 -0.1 1.1
0.1 -0.3 -1.4
-2.3 0.1 -0.5
2.5 1.9 -0.5
1.3 -1.1 1.6

# 2
Molecular formula: C54H82BrCl21N2O31Zr
Method: DFT, the ωB97M-V functional and the def2-TZVPD basis

Values from the calculation:
- LUMO energy: -0.0199 hartree
- Net charge: 0

Element x y z (Å)
Zr  2.892084  0.090227  1.277719
Br  2.010524  1.822307  3.148739
Cl  2.852954  6.758087  -3.711761
Cl  2.736934  4.522527  -1.755041
Cl  3.493354  4.041257  -4.483641
Cl  -1.590696  -2.770873  -7.314931
Cl  -0.686266  -0.660583  -8.987901
Cl  0.197424  3.778977  -5.682651
Cl  -3.469596  -6.171253  -3.608661
Cl  -2.636306  -6.611193  -0.465031
Cl  -2.738316  3.886167  -6.157971
Cl  2.061404  -2.943253  -4.638761
Cl  -6.456346  5.978687  -0.429441
Cl  0.061604  -7.656703  -1.343461
Cl  4.529034  -1.493543  -4.502841
Cl  -1.007386  2.891617  -8.205301
Cl  -5.699866  3.647237  -2.091401
Cl  -1.424856  -4.173863  -3.975061
Cl  -4.019726  -3.433793  -2.483981
Cl  3.690574  -2.468953  -7.160801
Cl  -1.338036  -8.968453  0.648709
Cl  -3.592886  -0.859133  -8.418041
Cl  -4.775386  6.301557  -2.882781
O  -7.180026  -5.786453  -1.172611
O  4.010834  0.196667  -0.714221
O  -6.851036  1.219797  3.390679
O  -3.068806  -6.806633  3.121579
O  -1.636396  6.285387  -3.813971
O  -8.453056  -7.609793  -1.651861
O  -4.306746  -5.370133  4.175049
O  4.782584  3.992847  3.390769
O  -0.715126  8.200947  -3.925981
O  -1.750566  7.278617  -5.755941
O  -8.606426  -6.273293  0.321749
O  5.176624  5.242307  1.518999
O  -4.353866  0.539707  -5.574591
O  0.992094  -3.174433  3.826619
O  2.964534  -2.073973  0.504969
O  -3.016326  5.931427  2.789229
O  1.578614  -1.365723  4.909099
O  -5.122616  1.818027  2.297279
O  0.890724  -0.067933  0.255459
O  -5.152746  -0.724653  -3.781561
O  2.320394  -4.111743  -0.234061
O  -4.816006  1.303357  4.382989
O  3.787684  1.839767  0.252419
O  -1.839776  5.605087  0.973659
O  1.746634  -1.349483  2.660809
O  -2.021366  7.800007  1.746299
O  6.512464  3.524407  2.012489
O  3.990244  -3.223843  -1.249001
O  4.789284  -0.569073  2.464179
O  -5.284116  -6.905333  2.879409
O  -4.106016  -1.808333  -5.439061
N  6.057804  -0.519253  3.205159
N  -0.420726  0.055147  -0.380811
C  5.160174  0.855007  5.179229
C  0.551664  -3.299333  5.195669
C  3.937754  5.663847  2.102069
C  -5.891656  0.496787  -3.774801
C  5.155904  2.166327  -1.780281
C  -3.197746  -4.454673  -3.823851
C  -3.060826  -5.200523  4.675699
C  -5.575336  1.403777  3.431929
C  -1.126606  -7.359963  -0.002401
C  -1.132546  4.010117  -6.872511
C  7.255634  -1.081243  2.500469
C  3.147384  -1.864533  -5.547631
C  -2.990996  0.877007  -0.676431
C  3.741764  -4.421363  -1.925171
C  -1.466026  7.294147  -4.604831
C  -1.984886  1.626057  -1.567801
C  -1.084206  6.503047  -2.477331
C  -5.001276  1.354867  -4.663391
C  2.989654  -3.040443  -0.348861
C  -4.498086  -0.737213  -4.984031
C  -1.881616  -1.121433  -7.767081
C  8.588924  -0.617523  4.675069
C  -1.635266  -1.368263  1.346829
C  -2.158506  4.288857  1.380319
C  -0.321826  7.777917  -2.730241
C  -1.061626  -2.442803  -0.729371
C  -2.099426  -5.869763  3.699649
C  -4.303296  -6.341983  3.227049
C  -6.247656  1.803867  1.355539
C  8.523574  -0.444263  3.149549
C  7.368224  -2.569653  2.479479
C  1.395264  -1.929823  3.694469
C  1.307434  -2.240333  5.957939
C  -2.280036  6.509077  1.789539
C  5.633524  -1.603863  5.363039
C  -2.824556  -0.609463  -0.794601
C  4.024724  5.174577  3.488189
C  3.508124  5.181697  -3.193271
C  0.438444  2.180447  -1.643171
C  -8.142296  -6.611943  -0.898731
C  -1.450936  -1.047693  -0.182291
C  -7.260706  -4.643253  -0.406841
C  7.368714  -0.736613  0.992089
C  -2.929056  4.452157  2.660289
C  4.319664  1.402817  -0.792861
C  -0.137416  0.197927  -2.897531
C  2.885564  -5.211993  -0.823031
C  5.631554  4.215867  2.341459
C  -0.507436  0.970627  -1.609201
C  -7.847996  -5.205173  0.890649
C  -6.102906  5.351557  -2.102741
C  -7.321806  0.924267  2.085239
C  5.989024  -0.323813  4.662309
C  7.376084  0.070547  5.208339
H  -0.621906  -6.703323  0.706259
H  4.988364  1.601277  4.403549
H  8.554134  -1.677653  4.926119
H  -2.624636  -1.771443  1.562919
H  8.329074  -2.832583  2.037059
H  -5.792326  0.985887  -2.805771
H  -0.112626  -2.794263  -0.324431
H  -2.956816  -5.619643  5.676509
H  4.694984  -4.878783  -2.190221
H  0.837524  -1.703723  6.782159
H  -1.074786  5.040077  -7.224571
H  3.157884  5.181787  1.512549
H  0.108184  2.953357  -0.949171
H  -2.021116  2.715417  -1.558371
H  3.450994  -5.781853  -0.085711
H  -3.043906  1.343517  0.307269
H  -4.300136  1.817447  -3.968751
H  -6.613686  2.803007  1.119229
H  6.516584  -2.960143  1.922399
H  7.250784  0.322727  0.764089
H  -7.836686  -3.871513  -0.917501
H  3.117644  4.893827  4.023419
H  4.512994  2.389587  -2.631701
H  4.458874  5.901237  4.174919
H  -0.800676  -1.909513  1.792499
H  -2.868786  -4.128903  4.729069
H  8.328974  -0.922023  0.510809
H  0.806384  -4.270733  5.619449
H  6.609584  -1.320403  0.471509
H  2.553534  -0.964393  -5.706391
H  -3.898736  4.019387  2.414259
H  0.638264  2.653897  -2.604431
H  -5.944826  1.313097  0.430579
H  1.435324  1.844127  -1.358151
H  9.489004  -0.252353  5.169639
H  2.130324  -5.821373  -1.319381
H  -6.931246  0.402167  -4.088491
H  -2.806296  3.769847  0.673849
H  -1.310516  3.637487  1.591809
H  -5.667006  2.023457  -5.209171
H  6.409624  -2.367493  5.414489
H  -0.520106  -3.145963  5.321679
H  -1.862516  6.720537  -1.745861
H  -8.455026  -4.375393  1.252689
H  5.410894  -1.301293  6.386259
H  -8.344066  1.250907  1.894479
H  -1.828276  -3.182213  -0.497821
H  3.161264  -4.337053  -2.843871
H  -6.247406  -4.352533  -0.129721
H  7.320184  -2.970073  3.492129
H  -1.751116  -0.427853  -6.936401
H  -0.530026  8.464667  -1.909801
H  3.753134  6.738087  2.096709
H  -3.659076  -4.128053  -4.755841
H  7.507684  1.117807  4.936289
H  -3.993966  1.050507  -1.066351
H  0.725974  -0.461913  -2.812251
H  -7.337596  -0.165283  2.058099
H  -2.423756  4.017117  3.522559
H  0.737374  7.520657  -2.731441
H  -6.939616  5.351017  -2.801321
H  4.576644  5.322227  -3.030111
H  -1.260516  -6.367753  4.185789
H  -0.995536  -0.443463  -3.098371
H  -0.979546  -2.355843  -1.812791
H  4.119454  0.657667  5.436259
H  -2.898946  -0.965493  -1.822131
H  9.310834  -1.134673  2.846809
H  7.400594  0.113697  6.297209
H  -0.429916  5.674217  -2.207061
H  4.707294  -2.025103  4.972209
H  -3.597376  -1.053743  -0.167331
H  -7.142836  -5.545193  1.649099
H  -2.374876  1.501797  -2.578031
H  -0.019656  0.940467  -3.686741
H  5.959654  1.514297  -2.122261
H  2.209834  -2.683833  6.378739
H  -1.593986  -0.444723  1.924289
H  5.663204  1.485167  5.912689
H  8.794394  0.557857  2.817109
H  -1.702626  -5.227953  2.913049
H  5.614414  3.081467  -1.405601

Forces on atoms 1 to 6 (eV/Å):
0.5 -0.6 -0.6
0.2 -0.3 -0.6
0.2 -0.5 0.2
0.0 0.4 -0.1
-0.4 -0.8 -1.0
-0.2 -0.2 0.3

# 3
Molecular formula: C26H28N2O6S
Method: DFT, the ωB97M-V functional and the def2-TZVPD basis

Values from the calculation:
- LUMO energy: -0.0108 hartree
- Energy relative to the best compared isomer or geometry (same formula, charge and spin): 2.05 kcal/mol
- SMILES: CCOC(=O)/C=c1\s/c(=C\c2ccc3cc(OC)ccc3c2)c(=O)n1CC(=O)NC[C@H]1CCCO1
- Net charge: 0

Element x y z (Å)
S  0.066965  -0.319277  -0.439332
O  -3.536697  -2.605821  -0.371456
O  -0.130537  3.475048  -1.009079
O  -1.292250  -2.370498  -0.260155
O  -3.018179  2.120914  1.373943
O  9.283609  -1.012608  0.723528
O  -6.285851  0.010547  -0.225359
N  -1.514703  1.667003  -0.894518
N  -4.881114  2.348698  0.112032
C  5.673000  0.939212  0.024046
C  -5.785182  1.901887  1.149910
C  9.367628  -2.403436  0.917660
C  -3.047487  -4.752894  -1.420662
C  -6.996637  -0.216818  2.016168
C  6.911492  1.619822  0.089961
C  3.262816  -0.476522  -0.091294
C  -2.400419  -1.887038  -0.426721
C  6.873945  -1.150240  0.441262
C  -2.623243  -0.489521  -0.685438
C  0.769585  1.289932  -0.596310
C  8.069060  0.943052  0.320618
C  4.427240  -1.146769  0.137451
C  -7.634706  -1.325535  1.162502
C  -0.278239  2.283791  -0.843059
C  -1.534390  0.319092  -0.688302
C  5.665038  -0.469349  0.203913
C  3.255099  0.928662  -0.270963
C  -2.722261  2.446246  -0.990766
C  -5.916056  0.377669  1.094912
C  2.058109  1.686356  -0.510444
C  8.061868  -0.461385  0.500530
C  -6.809162  -1.295722  -0.133754
C  4.463494  1.606187  -0.210709
C  -3.543000  2.275563  0.295476
C  -3.390880  -4.005261  -0.139863
H  8.794630  -2.720785  1.794788
H  -5.250009  2.276820  -0.823756
H  -7.398777  -1.479567  -1.032114
H  -3.629349  -0.145736  -0.844022
H  -4.937203  -0.070233  1.330187
H  -6.555869  -0.601420  2.932721
H  -8.679070  -1.098620  0.952869
H  -3.799950  -4.560920  -2.182155
H  4.416204  -2.218761  0.273045
H  9.018414  -2.952621  0.037355
H  -4.355345  -4.329691  0.258449
H  -7.728719  0.546096  2.279240
H  -3.006402  -5.819788  -1.220366
H  6.923667  2.691345  -0.045866
H  -2.078542  -4.425177  -1.788971
H  2.332891  -1.019558  -0.136857
H  -3.295685  2.155218  -1.875588
H  -5.373936  2.202708  2.114452
H  -2.606940  -4.161466  0.608663
H  -6.757282  2.371190  0.989384
H  6.833921  -2.220458  0.573926
H  -2.401065  3.490158  -1.085333
H  4.482291  2.678849  -0.344913
H  -7.582418  -2.300416  1.641790
H  10.422956  -2.616343  1.080109
H  -5.983118  -2.018198  -0.085322
H  9.020809  1.447847  0.374115
H  2.201342  2.754566  -0.642257

Forces on atoms 1 to 6 (eV/Å):
0.6 0.3 0.0
-0.1 0.3 -0.1
0.0 -0.1 0.1
-0.4 -0.4 0.0
0.2 -0.1 0.2
-0.1 0.4 -0.1

# 4
Molecular formula: C4H28N2O9
Method: DFT, the ωB97M-V functional and the def2-TZVPD basis

Values from the calculation:
- LUMO energy: 0.0064 hartree
- Energy relative to the best compared isomer or geometry (same formula, charge and spin): 107.15 kcal/mol
- SMILES: NCC[C@H](N)CO.O.O.O.O.O.O.O.O
- Net charge: 0

Element x y z (Å)
O  0.080367  -1.130360  3.576321
O  2.732555  1.783750  -1.822923
O  -1.025536  3.488555  2.176594
O  -1.648815  2.940847  -2.676489
O  2.203637  -0.849801  -2.266269
O  2.142938  -1.392227  1.860449
O  -1.807972  0.663086  3.194033
O  0.061056  3.547262  -0.561421
O  1.807675  -3.376924  0.056406
N  0.873569  0.140942  -0.227901
N  -1.678148  -2.102912  1.058770
C  -2.223238  -1.265786  0.039221
C  0.295261  -1.017735  -0.962833
C  -1.242784  -0.952207  -1.248019
C  0.851737  -1.165435  -2.323819
H  -1.710489  -3.112085  0.947336
H  3.474970  1.802842  -1.243392
H  -1.566784  -1.688718  -1.990836
H  2.483013  0.910395  -2.048220
H  -1.239089  3.465574  1.173443
H  -0.749442  -1.816010  1.343109
H  2.575538  -3.897692  -0.217154
H  -2.423867  3.078988  -3.099826
H  1.382140  -1.388651  2.412726
H  -1.748358  2.009068  -2.369208
H  0.302627  -0.268469  -2.919964
H  -0.581863  3.423076  -1.373992
H  -1.713627  -0.050372  -1.627484
H  0.391183  -1.907316  -0.279285
H  0.769158  4.008637  -1.021284
H  2.008291  -2.706131  0.695331
H  -1.741321  0.179963  2.366025
H  -1.380788  1.496691  3.127194
H  1.973780  -0.647349  1.179175
H  -3.147443  -1.667463  -0.378840
H  -0.756245  4.172165  2.468739
H  2.872928  -1.505160  -1.891930
H  -2.359071  -0.154641  0.355185
H  1.284899  0.828043  -0.785579
H  0.213050  0.693526  0.200857
H  0.069013  -1.907505  4.090836
H  -0.640906  -0.515450  3.776983
H  0.536401  -2.147014  -2.762069

Forces on atoms 1 to 6 (eV/Å):
0.7 0.9 -1.0
-0.6 2.6 -0.4
-6.6 -15.3 -7.9
3.4 -2.3 2.4
2.8 -0.8 -0.8
1.4 1.1 -2.5

no.,orbital gap (eV),E (Ha)
1,9.0,-1125.06492
2,5.9,-16833.69873
3,7.3,-1966.74505
4,9.1,-955.75623